1.
Density functional theory data (ωB97M-V/def2-TZVPD) for a 2-piece molecular cluster, C4H8BrClN overall in a non-equilibrium geometry.

Output
Maximum force (eV Å⁻¹): 3.43
Gap between HOMO and LUMO (alpha / beta) (eV): 8.439 / 8.079
Energy above the lowest of the compared OMol25 structures with the same formula, charge and spin (kcal per mole): 107.6
Net charge: +1
E_HOMO (alpha / beta) (eV): -13.51 / -13.26

Geometry (Å):
C 1.4975 -0.9579 0.0544
C 2.5012 -0.1539 0.0442
C -1.4122 0.0265 -1.4055
C -0.8632 0.4912 -0.0748
N -1.3815 0.1595 1.3720
Cl 4.1821 -0.5697 -0.0329
Br 0.1038 2.2105 -0.0744
H 1.6096 -1.9973 -0.1230
H 2.5173 0.9613 0.1692
H -0.4319 -0.1498 -1.8677
H -1.8744 -0.9798 -1.3062
H -2.0969 0.6600 -1.8960
H -1.5913 0.9926 1.8977
H -0.5634 -0.2621 1.7886
H -2.1969 -0.4310 1.4545

Let us look at the Mulliken charges, expressed in e, one per atom:
1 C -0.37
2 C 0.06
3 C -0.91
4 C -0.05
5 N -0.25
6 Cl -0.12
7 Br -0.01
8 H 0.35
9 H 0.14
10 H 0.32
11 H 0.35
12 H 0.36
13 H 0.38
14 H 0.39
15 H 0.35


2.
Density functional theory data (ωB97M-V/def2-TZVPD) for a 2-piece molecular cluster, C3H9ClNO2P overall in a non-equilibrium geometry.

Output
Maximum force (eV Å⁻¹): 4.64
Gap between HOMO and LUMO (alpha / beta) (eV): 4.067 / 4.066
Energy above the lowest of the compared OMol25 structures with the same formula, charge and spin (kcal per mole): 123.8
Net charge: 0
E_HOMO (alpha / beta) (eV): -6.86 / -6.86

Geometry (Å):
C -1.7712 0.6720 -1.4344
C -0.3282 0.2738 2.3509
C 1.7433 -0.7582 -0.4678
N -1.2345 0.9152 -2.6313
O -0.9440 0.6261 1.0536
O 0.6652 0.2018 -0.8827
P -0.7916 -0.2673 -0.3117
Cl 2.2236 -1.8971 2.8766
H -2.7837 0.8954 -1.4466
H -0.0031 -0.7292 2.2591
H -1.1924 0.1568 2.9166
H 0.3577 0.9129 2.7777
H 2.5749 -0.1345 -0.8873
H 1.7338 -1.7738 -0.8911
H 1.8600 -0.9592 0.6555
H -1.7745 1.3997 -3.2876
H -0.3355 0.4656 -2.6495

Let us look at the Mulliken charges, expressed in e, one per atom:
1 C 0.13
2 C -0.63
3 C -0.39
4 N -0.21
5 O -0.30
6 O -0.35
7 P 0.18
8 Cl -0.80
9 H 0.45
10 H 0.24
11 H 0.30
12 H 0.29
13 H 0.20
14 H 0.30
15 H 0.08
16 H 0.24
17 H 0.28